Entry 1:
20
Properties=species:S:1:pos:R:3:forces:R:3:lowdin_spin:R:1 method="wB97M-V/def2-TZVPD" spin_multiplicity=4 orbital_gap_ev="7.02 / 7.46" total_charge=+1
C 2.129 -0.485 0.613 0.48 -0.11 -0.21 0.010
Tc 0.770 -0.159 -0.878 1.00 -1.11 -0.70 2.630
N -0.953 0.753 -2.038 -1.17 0.68 -0.73 0.039
N 1.105 1.879 -0.741 0.64 1.60 -0.78 0.060
H -1.752 0.958 -1.430 0.16 -0.19 0.10 0.003
H 1.324 -0.905 -2.248 0.05 0.60 0.11 -0.007
H 2.222 -1.624 0.775 -0.62 1.79 0.34 0.020
H 1.498 0.156 1.383 2.31 -1.54 -0.67 0.012
H 3.185 -0.182 0.274 -1.53 0.23 0.91 0.016
H 0.245 2.348 -0.443 0.15 -0.16 0.04 0.004
H 1.321 2.250 -1.664 0.11 0.29 -0.03 0.016
H 1.835 2.225 -0.132 0.36 -0.11 0.27 0.006
H -0.783 1.650 -2.507 0.08 -0.27 0.03 0.003
H -1.373 0.196 -2.782 0.17 -0.28 0.02 0.006
B -2.104 -1.688 2.319 -0.58 -0.46 0.85 0.017
C -1.187 -1.128 1.259 -1.41 -1.26 1.71 0.061
N -0.450 -0.754 0.452 -0.63 -0.36 -0.43 0.084
H -1.463 -2.443 3.060 -0.07 0.49 -0.51 0.013
H -3.012 -2.301 1.772 0.33 0.29 -0.07 0.006
H -2.556 -0.746 2.955 0.17 -0.10 -0.23 0.001

***

Entry 2:
16
Properties=species:S:1:pos:R:3:forces:R:3:lowdin_charge:R:1 method="wB97M-V/def2-TZVPD" orbital_gap_ev=8.06 de_lowest_kj_mol=323.0 total_charge=+1
Cu 4.801 36.563 13.204 -0.01 0.07 0.00 0.943
O 8.391 38.015 14.719 -0.38 -0.19 -0.14 -0.060
H 9.256 37.621 14.607 0.24 -0.13 -0.04 0.034
H 8.561 38.847 15.160 0.01 0.25 0.12 0.035
O 2.910 39.057 10.610 0.26 -0.26 0.32 -0.059
H 2.048 39.449 10.751 -0.24 0.15 0.08 0.036
H 2.967 38.935 9.663 0.06 -0.01 -0.29 0.035
O 2.103 34.401 15.202 0.36 0.20 -0.26 -0.059
H 2.113 34.171 16.132 0.04 -0.08 0.27 0.036
H 1.180 34.360 14.954 -0.27 -0.02 -0.10 0.037
O 7.096 34.509 10.626 -0.28 0.33 0.28 -0.057
H 7.928 34.232 11.010 0.28 -0.05 0.06 0.034
H 6.826 33.770 10.081 -0.11 -0.19 -0.21 0.037
O 3.773 38.715 16.836 -0.01 -0.19 -0.40 -0.058
H 4.087 39.539 17.208 0.04 0.28 0.08 0.036
H 4.027 38.050 17.476 0.01 -0.16 0.24 0.030

***

Entry 3:
120
Properties=species:S:1:pos:R:3:forces:R:3:lowdin_charge:R:1 method="wB97M-V/def2-TZVPD" orbital_gap_ev=7.17 total_charge=+1
C 0.256 -8.588 0.396 0.41 0.22 -0.37 0.128
C 0.749 -7.494 0.355 0.40 0.30 -0.23 -0.129
C 1.388 -6.163 0.166 -1.10 -0.83 0.59 -0.201
C 0.314 -5.064 -0.051 0.94 0.38 -0.27 -0.150
C 0.820 -3.700 0.511 -0.10 -0.22 -0.68 -0.084
C 2.226 -3.417 0.023 -0.74 0.45 0.43 -0.139
N 2.456 -3.512 -1.235 0.57 0.49 0.35 0.189
C 3.869 -3.228 -1.639 -0.98 -0.92 0.05 -0.183
C 4.218 -4.283 -2.713 -0.18 0.22 -0.13 -0.097
C 3.731 -3.933 -4.108 -0.20 0.16 -0.63 -0.401
C 2.265 -4.148 -4.522 0.09 -0.25 1.12 -0.026
N 4.564 -3.475 -4.946 -0.14 -0.11 0.32 0.160
C 4.550 -3.320 -0.258 1.26 -0.70 -0.86 -0.268
P 5.440 -4.902 0.179 0.64 -1.46 2.31 0.581
N 5.508 -5.094 1.736 -0.53 0.54 -1.33 -0.153
O 6.947 -4.764 -0.420 -1.79 0.10 -0.56 -0.130
O 4.731 -6.182 -0.549 0.55 1.42 -0.74 -0.150
C 3.483 -3.014 0.806 -0.86 -0.06 -0.57 -0.227
C 3.403 -1.564 1.396 -0.66 0.35 -0.44 -0.609
Br 5.123 -0.632 1.328 -0.13 -0.31 0.08 0.793
C 2.305 -0.652 0.794 -0.09 0.60 0.93 -0.261
C 0.980 -0.706 1.634 0.35 -0.69 -1.04 -0.067
H -0.054 -9.599 0.268 -0.22 0.06 0.31 0.038
H 1.982 -5.909 1.053 -0.03 -0.13 -0.03 0.116
H 2.075 -6.252 -0.678 -0.02 0.16 -0.01 0.095
H 0.144 -4.950 -1.130 -0.14 -0.10 0.14 0.103
H -0.650 -5.330 0.378 0.16 0.04 0.18 0.127
H 0.710 -3.628 1.591 0.25 -0.08 -0.02 0.132
H 0.184 -2.929 0.059 0.09 0.08 0.28 0.117
H 1.749 -3.775 -1.913 -0.07 0.03 -0.03 0.142
H 3.878 -2.192 -1.990 0.24 -0.16 -0.24 0.168
H 3.718 -5.211 -2.415 0.32 0.04 0.05 0.105
H 5.295 -4.464 -2.753 -0.10 0.15 -0.03 0.127
H 1.699 -4.720 -3.768 0.10 0.04 -0.15 0.063
H 1.756 -3.187 -4.634 0.06 -0.07 -0.19 0.071
H 2.194 -4.732 -5.440 0.09 0.21 -0.04 0.093
H 4.070 -3.328 -5.827 0.28 0.16 -0.19 0.066
H 5.401 -2.634 -0.354 -0.31 0.20 0.71 0.075
H 5.088 -5.962 2.041 0.15 0.03 0.44 -0.013
H 7.413 -4.144 0.157 0.33 -0.10 0.10 0.087
H 4.460 -6.834 0.101 0.18 -0.21 0.24 0.079
H 3.512 -3.667 1.682 0.57 -0.24 -0.26 0.132
H 3.163 -1.674 2.452 0.36 0.10 -0.04 0.092
H 2.662 0.376 0.885 0.08 -0.14 -0.22 0.079
H 2.135 -0.813 -0.275 0.08 -0.16 0.09 0.100
H 0.165 -1.021 0.980 -0.18 0.26 0.27 0.048
H 0.724 0.262 2.055 0.04 -0.11 0.12 0.078
H 1.070 -1.472 2.409 -0.16 0.32 0.15 0.074
C -4.548 0.356 -9.362 0.07 0.03 0.04 -0.043
C -3.525 1.288 -9.500 -0.02 -0.08 0.05 -0.044
C -2.468 1.300 -8.605 -0.05 0.07 -0.13 0.006
C -2.435 0.385 -7.559 -0.12 -0.09 0.05 -0.085
C -3.475 -0.538 -7.408 0.12 0.10 0.00 -0.085
C -4.525 -0.555 -8.319 -0.08 0.05 -0.11 0.006
C -3.484 -1.494 -6.272 -0.44 -0.22 -0.13 -0.275
O -4.379 -2.301 -6.134 0.11 0.03 0.07 0.120
C -2.365 -1.437 -5.289 0.22 0.05 0.07 -0.083
C -2.383 -2.281 -4.185 0.20 -0.34 0.18 -0.007
C -1.340 -2.247 -3.270 0.17 -0.20 -0.21 -0.092
C -0.273 -1.374 -3.458 -0.03 -0.14 -0.09 -0.098
C -0.256 -0.523 -4.552 0.14 -0.04 0.14 0.002
C -1.305 -0.547 -5.465 -0.07 -0.15 0.13 -0.076
C -1.288 0.397 -6.618 0.25 0.38 -0.24 -0.276
O -0.355 1.158 -6.772 -0.03 -0.10 0.09 0.117
H -5.368 0.344 -10.068 0.00 0.00 0.00 0.113
H -3.552 2.006 -10.310 0.00 -0.01 0.00 0.113
H -1.670 2.021 -8.716 0.06 -0.06 0.09 0.124
H -5.323 -1.276 -8.209 0.05 -0.03 0.11 0.124
H -3.210 -2.963 -4.036 -0.07 0.06 -0.14 0.131
H -1.359 -2.903 -2.407 -0.08 0.00 0.01 0.100
H 0.545 -1.351 -2.745 -0.01 0.07 0.03 0.092
H 0.568 0.163 -4.696 -0.08 0.07 -0.11 0.127
C -4.848 4.249 3.750 0.04 -0.07 -0.05 -0.040
C -4.118 3.200 4.301 0.00 0.03 -0.03 -0.052
C -3.536 2.251 3.477 -0.01 0.06 0.15 -0.005
C -3.691 2.339 2.098 -0.06 0.06 -0.03 -0.089
C -4.445 3.379 1.546 0.07 -0.09 0.04 -0.080
C -5.013 4.338 2.376 -0.02 0.04 0.14 0.008
C -4.661 3.466 0.075 -0.23 0.35 -0.10 -0.275
O -5.309 4.370 -0.408 0.05 -0.08 0.02 0.117
C -4.065 2.411 -0.791 0.04 -0.12 -0.07 -0.076
C -4.290 2.437 -2.164 0.05 -0.09 -0.17 0.012
C -3.720 1.469 -2.977 0.01 0.03 0.17 -0.031
C -2.917 0.475 -2.422 -0.10 0.22 -0.06 -0.047
C -2.702 0.443 -1.058 0.08 -0.10 -0.18 0.003
C -3.279 1.403 -0.237 -0.07 0.10 -0.04 -0.085
C -3.048 1.327 1.226 0.20 -0.28 0.17 -0.277
O -2.345 0.444 1.683 0.05 0.04 0.11 0.078
H -5.291 4.996 4.395 0.02 0.00 0.00 0.114
H -3.999 3.128 5.373 0.02 0.04 0.00 0.112
H -2.964 1.439 3.905 0.03 -0.04 -0.11 0.119
H -5.584 5.150 1.949 0.01 -0.06 -0.12 0.123
H -4.909 3.213 -2.595 -0.01 0.06 0.13 0.124
H -3.896 1.490 -4.046 -0.01 0.01 0.01 0.109
H -2.459 -0.277 -3.045 -0.22 0.35 0.10 0.049
H -2.082 -0.331 -0.625 -0.05 0.04 0.12 0.105
C -1.025 7.381 9.810 0.07 -0.02 -0.02 -0.052
C 0.305 7.505 10.199 -0.04 -0.03 -0.08 -0.051
C 1.320 7.086 9.354 -0.04 0.07 0.14 0.002
C 1.008 6.530 8.119 -0.14 -0.02 -0.02 -0.083
C -0.328 6.384 7.738 0.11 0.02 0.04 -0.084
C -1.342 6.821 8.583 -0.04 0.05 0.14 0.000
C -0.682 5.749 6.442 -0.37 -0.02 -0.09 -0.276
O -1.841 5.621 6.100 -0.02 -0.02 0.04 0.097
C 0.417 5.261 5.567 0.16 -0.03 -0.03 -0.080
C 0.102 4.615 4.375 0.02 -0.09 -0.16 -0.001
C 1.115 4.168 3.543 0.05 0.03 0.08 -0.063
C 2.447 4.370 3.894 -0.08 0.00 0.05 -0.061
C 2.765 5.007 5.082 0.06 -0.09 -0.15 0.001
C 1.752 5.446 5.926 -0.11 -0.04 -0.09 -0.080
C 2.108 6.100 7.215 0.40 0.09 0.16 -0.277
O 3.269 6.274 7.520 -0.08 -0.04 -0.04 0.111
H -1.815 7.717 10.468 0.00 0.00 0.00 0.109
H 0.550 7.933 11.162 0.00 0.01 -0.01 0.110
H 2.354 7.188 9.653 0.04 -0.04 -0.12 0.122
H -2.376 6.719 8.283 0.04 -0.06 -0.10 0.120
H -0.934 4.463 4.101 -0.03 0.08 0.10 0.112
H 0.868 3.663 2.618 -0.01 0.02 -0.01 0.100
H 3.238 4.026 3.239 0.00 0.01 0.00 0.104
H 3.800 5.160 5.357 -0.04 0.06 0.12 0.122

***

Entry 4:
73
Properties=species:S:1:pos:R:3:forces:R:3:lowdin_spin:R:1 method="wB97M-V/def2-TZVPD" spin_multiplicity=4 orbital_gap_ev="7.99 / 6.81" de_lowest_kj_mol=256.2 total_charge=+1
Tc -13.579 -14.885 2.699 0.12 0.53 -0.42 2.344
O -10.687 -17.385 1.312 0.21 -0.79 -0.15 0.063
C -11.368 -16.448 1.652 0.61 -0.88 0.20 0.021
N -12.392 -16.451 2.525 -0.61 -0.68 0.43 0.052
C -12.829 -17.655 3.243 -2.34 0.31 -1.57 0.008
C -14.367 -17.568 3.295 1.67 1.28 0.90 0.003
C -15.237 -18.489 2.968 -1.68 -0.46 0.65 -0.001
C -16.687 -18.337 3.239 0.01 0.00 -0.96 0.001
C -17.188 -17.202 3.682 -0.07 0.38 -0.34 0.001
C -16.302 -16.034 3.888 0.04 1.20 -0.24 0.009
N -14.800 -16.234 3.806 -0.50 -1.65 -0.54 0.007
C -11.013 -15.087 1.222 1.95 0.81 -0.12 0.007
C -9.737 -14.771 0.601 -4.23 1.08 1.14 -0.002
C -9.638 -13.429 0.280 1.15 0.92 -0.91 0.007
C -10.532 -12.429 0.728 0.08 -1.09 0.27 0.001
C -11.571 -12.876 1.516 -0.23 0.56 -0.75 0.013
N -11.864 -14.168 1.681 0.68 0.31 -0.75 0.012
H -12.499 -17.635 4.263 0.69 -0.37 0.46 0.001
H -12.685 -18.565 2.664 0.93 -0.09 0.35 0.000
H -14.972 -19.452 2.596 0.65 -0.35 -0.29 0.000
H -17.367 -19.095 2.871 0.15 -0.26 0.30 0.000
H -18.250 -16.963 3.715 0.16 -0.34 0.20 0.000
H -16.621 -15.233 3.223 -0.11 0.19 0.10 0.000
H -9.084 -15.560 0.351 0.67 -0.59 -0.35 0.000
H -8.817 -13.109 -0.381 -0.24 -0.14 0.50 0.000
H -10.452 -11.360 0.494 0.23 -0.69 0.12 0.000
H -12.269 -12.196 1.941 -0.47 0.55 0.32 0.001
O -12.636 -14.153 4.217 1.00 -1.36 0.04 0.152
C -13.015 -13.328 5.130 0.51 1.92 1.62 0.020
C -12.242 -13.061 6.297 -0.69 -0.31 -0.39 0.009
C -12.601 -12.155 7.304 0.74 -1.30 -1.88 0.014
C -13.719 -11.385 7.066 0.13 0.03 0.84 0.011
C -14.448 -11.590 5.952 -0.30 -0.41 -0.41 0.010
C -14.115 -12.518 4.978 -2.38 -0.13 -1.24 0.018
C -15.104 -12.617 3.887 -0.19 0.51 0.27 0.065
N -15.012 -13.409 2.872 0.16 0.13 -0.74 0.003
N -15.935 -13.310 1.795 -0.89 1.10 1.76 0.009
C -15.717 -14.198 0.902 1.62 -0.51 -0.68 0.005
O -14.645 -14.993 1.021 -0.69 -0.51 -0.41 0.118
C -16.532 -14.286 -0.354 -0.15 -1.54 0.90 0.000
C -16.195 -15.253 -1.311 -0.71 0.57 -0.96 0.001
C -17.022 -15.416 -2.453 1.43 0.25 2.09 0.000
C -18.181 -14.650 -2.513 1.10 -0.09 -1.20 0.000
C -18.551 -13.734 -1.570 0.21 -0.35 1.86 0.000
C -17.779 -13.667 -0.430 0.49 0.90 1.16 0.000
H -11.387 -13.671 6.284 1.27 -0.58 0.74 0.000
H -12.011 -12.060 8.198 0.17 0.06 0.11 0.001
H -14.011 -10.692 7.800 -0.52 0.87 0.71 0.000
H -15.386 -11.156 5.778 -1.02 1.21 0.16 0.000
H -15.998 -11.956 3.943 0.71 -0.33 -0.20 0.001
H -15.306 -15.855 -1.219 0.19 0.09 0.11 0.000
H -16.591 -16.120 -3.165 -0.96 0.27 -0.30 0.000
H -18.718 -14.628 -3.400 -1.16 -0.46 -1.57 0.000
H -19.467 -13.174 -1.552 -0.26 -0.01 -0.56 0.000
H -18.119 -13.138 0.470 0.18 0.15 -0.62 0.000
N -14.746 -16.090 5.289 0.90 0.15 -0.32 0.011
C -15.988 -15.711 5.311 0.61 -0.89 -0.96 0.001
N -16.697 -15.359 6.345 -1.53 0.52 0.67 0.000
C -17.715 -14.315 6.105 -0.44 -1.25 -2.17 0.000
C -18.660 -14.114 7.225 0.40 0.17 1.90 0.000
C -17.847 -13.887 8.600 -1.04 -1.83 -0.54 0.000
C -16.940 -15.192 8.805 -0.12 2.49 -1.68 0.000
C -15.967 -15.317 7.586 -1.56 0.09 1.97 0.000
H -18.188 -14.585 5.082 0.33 0.41 1.73 0.000
H -17.263 -13.362 5.948 0.97 0.86 -0.26 0.000
H -19.359 -14.922 7.320 -0.15 -0.80 0.30 0.000
H -19.297 -13.276 7.004 -0.06 0.67 -0.06 0.000
H -18.615 -13.884 9.433 1.04 0.51 -0.86 0.000
H -17.254 -12.954 8.516 -0.33 -0.48 0.35 0.000
H -17.624 -16.020 8.737 -0.09 -0.59 0.60 0.000
H -16.339 -15.117 9.718 -0.38 -0.33 -0.14 0.000
H -15.463 -16.257 7.772 0.73 0.15 -0.57 0.000
H -15.383 -14.418 7.539 1.20 0.23 0.31 0.000